# 1
Computed, not measured: 2 unconnected molecules or ions with the total composition C2H3N3O in a non-equilibrium geometry, with ωB97M-V/def2-TZVPD.

The orbital gap comes out at 7.64 eV. The total energy comes out at -8633.4545 eV. The value obtained for the relative energy (zero: lowest compared OMol25 entry of this formula, charge and spin) is 7.0401 eV.

Each line ends with the natural charge from an NBO analysis.
Positions of all 9 atoms, in Å:
C (-0.69939, 0.42727, 0.45871)  -0.12
C (-0.74527, -0.90169, 0.69399)  0.02
N (0.37549, 0.70055, -0.33817)  -0.31
N (1.97493, -0.73831, -1.20312)  -0.39
N (0.96347, -0.39871, -0.57965)  0.32
O (0.28751, -1.49566, 0.04470)  -0.28
H (-1.34514, 1.20477, 0.80480)  0.23
H (-1.38193, -1.53816, 1.26960)  0.23
H (2.53894, 0.50877, -2.07470)  0.31

# 2
Computed, not measured: a molecular structure, C3H6MnO3 in a non-equilibrium geometry, with ωB97M-V/def2-TZVPD.

The orbital gap (alpha / beta) comes out at 8.11 / 7.76 eV. As for the spin multiplicity: 7. The total energy comes out at -40656.7076 eV. Its charge is +1. The value obtained for the relative energy (zero: lowest compared OMol25 entry of this formula, charge and spin) is 4.8678 eV.

Each line ends with the natural charge from an NBO analysis.
Positions of all 13 atoms, in Å:
C (1.61349, 0.20345, -0.20862)  -0.09
C (0.49301, 0.09770, 0.67928)  -0.27
O (-0.75814, 0.44143, 0.09377)  -0.63
C (-1.85313, 0.34022, 0.81517)  0.51
O (-2.79217, 0.68600, -0.05434)  -0.81
Mn (-1.65034, 1.08840, -1.91822)  0.94
H (2.51540, 0.53423, 0.31431)  0.26
H (1.36146, 0.41842, -1.25269)  0.21
H (0.57577, 0.54933, 1.66999)  0.24
H (-3.67593, 0.72517, 0.33649)  0.56
H (0.72869, -1.41236, 0.65503)  0.42
O (1.86824, -1.68597, -0.13247)  -0.80
H (1.57366, -1.98600, -0.99770)  0.47

# 3
Computed, not measured: a single C5H5N molecule in a non-equilibrium geometry, with ωB97M-V/def2-TZVPD.

The orbital gap comes out at 9.13 eV. The total energy comes out at -6750.5127 eV. The value obtained for the relative energy (zero: lowest compared OMol25 entry of this formula, charge and spin) is 5.3952 eV. As for the SMILES: C#CNC=C=C.

Each line ends with the natural charge from an NBO analysis.
Positions of all 11 atoms, in Å:
C (-0.24110, 0.93365, -0.04420)  -0.19
C (1.76393, -0.37366, 0.19558)  0.16
C (-0.91921, -0.17653, -0.01626)  0.13
C (2.01368, -1.52061, -0.02116)  -0.32
C (-1.79402, -1.03860, 0.12790)  -0.49
N (1.17636, 0.83159, 0.19286)  -0.65
H (-0.61306, 1.47781, -0.85712)  0.23
H (2.03321, -2.57476, -0.07788)  0.23
H (-2.15256, -0.99252, 1.11323)  0.24
H (-2.13267, -1.62028, -0.72862)  0.24
H (1.38306, 1.72333, 0.66602)  0.41